(1)
The following is a quantum chemistry calculation of 4 unconnected molecules or ions with the total composition H8O4, from OMol25.

Structure (XYZ):
```
12
Properties=species:S:1:pos:R:3:forces:R:3
O 0.194 1.395 -1.059 -0.10 -0.02 -0.32
H -0.681 1.174 -0.654 0.16 0.09 -0.28
H 0.097 1.399 -2.025 -0.12 -0.01 0.54
H 1.374 0.313 -0.414 0.42 0.27 0.16
O 2.019 -0.276 0.052 -0.41 -0.41 -0.46
H 2.322 0.181 0.832 0.09 0.34 0.23
O -1.997 0.526 0.336 0.36 -0.36 0.25
H -1.864 0.875 1.230 -0.16 -0.06 -0.25
H -1.562 -0.366 0.375 -0.22 0.43 0.03
O -0.300 -1.578 0.625 0.83 -0.33 -0.37
H -0.204 -2.466 0.249 -0.28 0.27 0.20
H 0.600 -1.177 0.452 -0.57 -0.21 0.27
```
Positions in Å, forces in eV/Å.

Values from the calculation:
* ΔE to the lowest compared entry with this formula, charge and spin: 0.1437 eV
* HOMO energy: -11.6 eV
* total charge: 0
* HOMO-LUMO gap: 12.349 eV
* largest force on an atom: 1.0 eV/Å
* SMILES string: O.O.O.O

Atom charges from the Löwdin analysis, given in e for atoms 1 to 8: -0.0728 0.0167 0.0704 0.0075 -0.0690 0.0522 -0.0796 0.0622

***

(2)
The following is a quantum chemistry calculation of C9H13NO in the gas phase, from OMol25.

Structure (XYZ):
```
24
Properties=species:S:1:pos:R:3:forces:R:3
C 1.175 -1.196 -0.595 2.32 1.35 0.97
C -0.203 -1.209 -0.467 -1.31 -0.20 -0.45
C 2.002 -0.313 0.081 1.17 -1.73 -2.04
C -0.292 1.318 -0.247 -2.82 -1.45 -1.10
C 0.630 1.319 0.890 -0.38 -1.26 1.02
C -0.956 -0.103 -0.290 -1.42 -1.38 1.39
C 3.501 -0.449 -0.153 -0.17 1.64 -1.43
C -1.341 2.348 0.002 -1.34 -1.27 0.25
C -2.855 -1.629 0.338 0.34 0.98 -1.24
N 1.636 0.570 1.023 0.68 0.49 0.46
O -2.352 -0.293 0.027 0.72 1.31 -0.18
H 1.677 -2.016 -1.094 -0.04 0.02 -0.10
H -0.643 -2.191 -0.598 -0.23 0.23 0.13
H 0.095 1.437 -1.256 0.80 0.11 0.14
H 0.248 1.742 1.806 0.04 0.69 0.16
H 3.744 -0.419 -1.234 -0.56 0.24 0.24
H 3.897 -1.397 0.079 0.56 -1.05 1.16
H 4.052 0.420 0.242 -0.15 -0.72 0.36
H -0.939 3.282 0.052 1.26 2.73 0.28
H -1.952 2.180 0.868 0.27 -0.31 1.03
H -2.118 2.390 -0.700 -0.77 -0.13 -1.73
H -2.478 -2.235 -0.509 -0.54 -0.46 1.07
H -3.968 -1.689 0.392 0.77 0.82 -0.60
H -2.559 -1.868 1.343 0.81 -0.66 0.21
```
Positions in Å, forces in eV/Å.

Values from the calculation:
* ΔE to the lowest compared entry with this formula, charge and spin: 3.4253 eV
* HOMO energy: -7.7 eV
* total charge: 0
* HOMO-LUMO gap: 8.647 eV
* largest force on an atom: 3.4 eV/Å
* SMILES string: COC1=CC=C(C)N=C[C@@H]1C

Atom charges from the Löwdin analysis, given in e for atoms 1 to 8: -0.0556 -0.0827 -0.3344 -0.2666 -0.0981 -0.1363 -0.0482 -0.0736

***

(3)
The following is a quantum chemistry calculation of a gas-phase ion, C6H14NO6 (charge +1), from OMol25.

Structure (XYZ):
```
27
Properties=species:S:1:pos:R:3:forces:R:3
C 1.108 1.888 0.291 0.00 1.15 2.32
C 2.063 0.696 0.190 -0.36 0.57 0.22
C 1.355 -0.581 0.690 -1.12 2.71 -0.07
C 0.070 -0.636 -0.144 -2.60 -0.78 1.59
C -0.923 0.714 0.019 1.29 -3.66 2.13
C -2.208 0.462 -0.866 3.02 -1.19 -0.17
N -0.780 -1.866 0.319 -1.94 1.54 0.16
O -0.099 1.667 -0.436 -0.29 2.09 -1.02
O 2.468 0.471 -1.135 1.06 -0.36 -0.54
O 1.999 -1.772 0.715 0.29 -1.69 -1.18
O 0.109 -0.875 -1.479 1.45 0.01 -0.79
O -1.229 0.845 1.466 0.60 -0.63 -2.38
O -2.985 -0.485 -0.181 0.96 0.27 1.68
H 0.867 2.152 1.421 0.43 -0.76 -2.24
H 1.601 2.817 -0.111 -0.63 -1.06 0.06
H 2.881 0.973 0.908 -0.05 -0.46 -0.98
H 1.107 -0.342 1.707 -0.86 0.37 0.71
H -1.882 0.007 -1.842 -0.31 1.14 0.73
H -2.601 1.416 -0.909 -1.58 1.86 -0.66
H -0.719 -2.684 -0.246 1.30 -0.93 -0.44
H -1.769 -1.536 -0.013 0.83 -0.37 1.60
H -0.738 -2.085 1.315 -0.23 0.07 -0.11
H 2.049 0.989 -1.844 -0.05 0.16 0.89
H 2.914 -1.666 0.950 0.70 0.02 0.12
H 1.007 -1.194 -1.671 -0.04 0.11 -0.38
H -1.971 1.445 1.568 -0.28 0.19 0.03
H -3.695 -0.816 -0.681 -1.57 -0.37 -1.27
```
Positions in Å, forces in eV/Å.

Values from the calculation:
* ΔE to the lowest compared entry with this formula, charge and spin: 0.0000 eV
* HOMO energy: -14.0 eV
* total charge: +1
* HOMO-LUMO gap: 11.199 eV
* largest force on an atom: 4.4 eV/Å
* SMILES string: [NH3+][C@]1(O)[C@@H](O)[C@@H](O)CO[C@@]1(O)CO

Atom charges from the Löwdin analysis, given in e for atoms 1 to 8: -0.0900 -0.2820 -0.3040 -0.3193 -0.3793 -0.0862 0.2679 -0.0126

***

(4)
The following is a quantum chemistry calculation of a molecular structure, C38H46BCsN14, from OMol25.

Structure (XYZ):
```
100
Properties=species:S:1:pos:R:3:forces:R:3
Cs 0.942 -0.191 0.704 0.44 0.20 -0.70
C 2.727 -3.253 2.646 0.02 0.03 -0.10
N 1.594 -2.458 3.174 -0.04 0.12 0.05
C 0.327 -3.142 2.990 0.06 0.07 0.09
C -0.850 -2.263 3.328 0.01 -0.09 0.03
C -1.763 -2.604 4.319 -0.05 -0.08 0.00
C -2.838 -1.765 4.567 0.01 -0.04 0.05
C -2.969 -0.608 3.823 0.00 0.06 -0.06
C -2.015 -0.347 2.847 0.01 0.03 -0.15
N -0.983 -1.149 2.604 -0.51 -0.07 0.48
C 1.815 -2.070 4.560 -0.02 0.02 -0.10
C 1.251 -0.709 4.911 -0.01 -0.08 -0.04
C 0.328 -0.524 5.935 -0.04 -0.11 0.03
C -0.146 0.749 6.202 -0.04 -0.04 0.04
C 0.330 1.807 5.451 0.04 0.09 -0.05
C 1.271 1.533 4.467 0.07 -0.02 -0.08
N 1.721 0.312 4.195 0.00 0.20 -0.05
C 2.690 -3.522 1.171 0.15 -0.10 -0.19
C 2.499 -4.848 0.722 0.03 0.06 -0.15
C 2.614 -5.192 -0.613 0.05 0.04 0.05
C 2.799 -4.116 -1.612 0.03 0.02 0.25
C 3.011 -2.714 -1.026 0.02 -0.32 0.10
N 3.048 -2.493 0.379 -0.16 0.10 0.18
H 2.805 -4.210 3.193 -0.04 0.00 0.02
H 3.624 -2.663 2.854 -0.01 -0.01 0.05
H 0.274 -4.067 3.593 -0.01 -0.02 0.02
H 0.263 -3.438 1.939 0.02 -0.04 -0.01
H -1.626 -3.517 4.885 0.01 -0.01 -0.02
H -3.565 -2.011 5.333 0.03 -0.02 -0.01
H -3.797 0.071 3.977 0.02 0.01 -0.02
H -2.095 0.526 2.199 0.00 -0.06 0.04
H 2.894 -2.002 4.707 0.04 -0.02 0.04
H 1.435 -2.828 5.266 -0.01 0.01 0.02
H -0.033 -1.378 6.494 0.01 -0.01 -0.01
H -0.883 0.910 6.979 0.01 -0.02 -0.01
H -0.017 2.819 5.615 0.03 -0.02 -0.02
H 1.682 2.332 3.856 -0.02 -0.02 0.03
H 2.335 -5.623 1.468 0.00 0.03 -0.03
H 2.597 -6.225 -0.938 -0.08 0.03 0.01
H 3.340 -4.377 -2.515 0.02 0.04 -0.02
H 3.690 -2.064 -1.569 -0.01 -0.01 -0.04
C -0.295 3.252 1.841 0.01 -0.07 -0.05
C -0.968 3.206 0.506 -0.04 0.14 -0.02
C -1.247 4.285 -0.359 0.09 0.00 0.03
C -1.810 3.693 -1.463 0.01 -0.05 0.09
N -1.875 2.362 -1.238 -0.02 0.00 -0.13
N -1.349 2.058 -0.033 -0.04 0.05 0.11
B -2.223 1.350 -2.356 0.18 -0.14 -0.04
N -2.715 -0.026 -1.839 -0.08 0.12 0.09
C -3.762 -0.716 -2.347 0.05 -0.03 0.04
C -3.764 -1.964 -1.772 0.04 -0.04 0.03
C -2.649 -1.957 -0.909 -0.06 0.02 -0.06
C -2.168 -3.076 -0.038 0.01 0.07 -0.02
N -2.024 -0.787 -0.959 0.02 -0.14 -0.07
N -0.966 1.156 -3.242 -0.10 0.19 -0.06
C -0.840 0.891 -4.561 -0.03 -0.10 0.11
C 0.486 0.626 -4.813 0.10 -0.03 0.01
C 1.114 0.751 -3.557 0.01 -0.08 0.07
C 2.548 0.518 -3.195 -0.08 0.05 -0.03
N 0.236 1.074 -2.620 0.00 -0.08 -0.10
N -3.417 1.980 -3.126 0.02 0.04 0.09
C -4.533 2.412 -2.501 0.07 0.00 -0.07
C -5.416 2.843 -3.464 -0.05 0.02 -0.09
C -4.737 2.628 -4.681 -0.07 0.01 0.01
C -5.209 2.922 -6.072 0.03 -0.01 0.03
N -3.539 2.105 -4.467 -0.05 0.00 0.15
H -0.643 4.105 2.428 0.01 -0.02 0.02
H 0.789 3.337 1.723 -0.04 0.00 0.02
H -0.499 2.339 2.404 -0.02 0.04 0.00
H -1.058 5.335 -0.199 0.00 -0.05 0.00
H -2.169 4.124 -2.384 0.00 -0.05 0.02
H -4.421 -0.287 -3.085 0.05 0.03 0.04
H -4.458 -2.769 -1.955 0.03 0.02 0.03
H -2.838 -3.932 -0.126 0.02 -0.01 0.00
H -2.136 -2.771 1.008 -0.02 -0.02 -0.01
H -1.166 -3.403 -0.323 -0.03 0.01 0.01
H -1.696 0.920 -5.214 0.05 0.01 0.07
H 0.934 0.368 -5.760 -0.02 0.03 0.05
H 3.213 1.132 -3.805 0.07 0.03 -0.02
H 2.829 -0.526 -3.345 0.00 0.01 0.03
H 2.702 0.763 -2.143 0.03 -0.01 0.00
H -4.611 2.382 -1.425 0.02 0.00 -0.06
H -6.401 3.256 -3.319 0.04 -0.02 0.00
H -6.241 3.274 -6.054 0.01 0.00 -0.02
H -5.161 2.030 -6.698 -0.01 0.02 0.01
H -4.593 3.690 -6.544 -0.02 -0.01 0.02
C 5.973 2.022 -1.288 -0.08 -0.01 -0.03
N 4.826 2.895 -1.086 -0.01 0.07 0.14
C 4.475 3.821 -2.155 -0.01 -0.05 0.08
C 3.921 2.581 -0.166 -0.14 -0.12 -0.07
N 3.135 2.311 0.640 0.17 0.15 -0.07
H 6.878 2.621 -1.406 -0.01 0.02 0.00
H 5.840 1.402 -2.178 -0.02 -0.02 -0.01
H 6.091 1.370 -0.427 -0.01 0.00 0.02
H 5.258 4.575 -2.265 0.01 -0.01 0.02
H 3.537 4.314 -1.917 -0.01 0.00 0.02
H 4.358 3.293 -3.102 -0.03 -0.06 -0.06
C 1.733 -3.053 -1.757 -0.20 0.19 -0.14
H 1.559 -2.608 -2.733 0.01 -0.03 0.04
H 0.838 -3.184 -1.156 0.08 -0.02 0.00
```
Positions in Å, forces in eV/Å.

Values from the calculation:
* ΔE to the lowest compared entry with this formula, charge and spin: 0.0000 eV
* HOMO energy (spin up / spin down): -1.3 / -4.0 eV
* total charge: -1
* ⟨S²⟩: 0.77
* HOMO-LUMO gap (spin up / spin down): 3.239 / 5.949 eV
* multiplicity: 2
* largest force on an atom: 0.8 eV/Å

Atom charges from the Löwdin analysis, given in e for atoms 1 to 8: 0.8186 -0.1673 -0.1600 -0.1489 -0.2983 -0.0360 -0.0739 -0.0587

***

What did the second record say?
The following is a quantum chemistry calculation of C9H13NO in the gas phase, from OMol25.

Structure (XYZ):
```
24
Properties=species:S:1:pos:R:3:forces:R:3
C 1.175 -1.196 -0.595 2.32 1.35 0.97
C -0.203 -1.209 -0.467 -1.31 -0.20 -0.45
C 2.002 -0.313 0.081 1.17 -1.73 -2.04
C -0.292 1.318 -0.247 -2.82 -1.45 -1.10
C 0.630 1.319 0.890 -0.38 -1.26 1.02
C -0.956 -0.103 -0.290 -1.42 -1.38 1.39
C 3.501 -0.449 -0.153 -0.17 1.64 -1.43
C -1.341 2.348 0.002 -1.34 -1.27 0.25
C -2.855 -1.629 0.338 0.34 0.98 -1.24
N 1.636 0.570 1.023 0.68 0.49 0.46
O -2.352 -0.293 0.027 0.72 1.31 -0.18
H 1.677 -2.016 -1.094 -0.04 0.02 -0.10
H -0.643 -2.191 -0.598 -0.23 0.23 0.13
H 0.095 1.437 -1.256 0.80 0.11 0.14
H 0.248 1.742 1.806 0.04 0.69 0.16
H 3.744 -0.419 -1.234 -0.56 0.24 0.24
H 3.897 -1.397 0.079 0.56 -1.05 1.16
H 4.052 0.420 0.242 -0.15 -0.72 0.36
H -0.939 3.282 0.052 1.26 2.73 0.28
H -1.952 2.180 0.868 0.27 -0.31 1.03
H -2.118 2.390 -0.700 -0.77 -0.13 -1.73
H -2.478 -2.235 -0.509 -0.54 -0.46 1.07
H -3.968 -1.689 0.392 0.77 0.82 -0.60
H -2.559 -1.868 1.343 0.81 -0.66 0.21
```
Positions in Å, forces in eV/Å.

Values from the calculation:
* ΔE to the lowest compared entry with this formula, charge and spin: 3.4253 eV
* HOMO energy: -7.7 eV
* total charge: 0
* HOMO-LUMO gap: 8.647 eV
* largest force on an atom: 3.4 eV/Å
* SMILES string: COC1=CC=C(C)N=C[C@@H]1C

Atom charges from the Löwdin analysis, given in e for atoms 1 to 8: -0.0556 -0.0827 -0.3344 -0.2666 -0.0981 -0.1363 -0.0482 -0.0736

***

Repeat the second record exactly.
The following is a quantum chemistry calculation of C9H13NO in the gas phase, from OMol25.

Structure (XYZ):
```
24
Properties=species:S:1:pos:R:3:forces:R:3
C 1.175 -1.196 -0.595 2.32 1.35 0.97
C -0.203 -1.209 -0.467 -1.31 -0.20 -0.45
C 2.002 -0.313 0.081 1.17 -1.73 -2.04
C -0.292 1.318 -0.247 -2.82 -1.45 -1.10
C 0.630 1.319 0.890 -0.38 -1.26 1.02
C -0.956 -0.103 -0.290 -1.42 -1.38 1.39
C 3.501 -0.449 -0.153 -0.17 1.64 -1.43
C -1.341 2.348 0.002 -1.34 -1.27 0.25
C -2.855 -1.629 0.338 0.34 0.98 -1.24
N 1.636 0.570 1.023 0.68 0.49 0.46
O -2.352 -0.293 0.027 0.72 1.31 -0.18
H 1.677 -2.016 -1.094 -0.04 0.02 -0.10
H -0.643 -2.191 -0.598 -0.23 0.23 0.13
H 0.095 1.437 -1.256 0.80 0.11 0.14
H 0.248 1.742 1.806 0.04 0.69 0.16
H 3.744 -0.419 -1.234 -0.56 0.24 0.24
H 3.897 -1.397 0.079 0.56 -1.05 1.16
H 4.052 0.420 0.242 -0.15 -0.72 0.36
H -0.939 3.282 0.052 1.26 2.73 0.28
H -1.952 2.180 0.868 0.27 -0.31 1.03
H -2.118 2.390 -0.700 -0.77 -0.13 -1.73
H -2.478 -2.235 -0.509 -0.54 -0.46 1.07
H -3.968 -1.689 0.392 0.77 0.82 -0.60
H -2.559 -1.868 1.343 0.81 -0.66 0.21
```
Positions in Å, forces in eV/Å.

Values from the calculation:
* ΔE to the lowest compared entry with this formula, charge and spin: 3.4253 eV
* HOMO energy: -7.7 eV
* total charge: 0
* HOMO-LUMO gap: 8.647 eV
* largest force on an atom: 3.4 eV/Å
* SMILES string: COC1=CC=C(C)N=C[C@@H]1C

Atom charges from the Löwdin analysis, given in e for atoms 1 to 8: -0.0556 -0.0827 -0.3344 -0.2666 -0.0981 -0.1363 -0.0482 -0.0736

***

- Among the records above, which one has the lowest total charge?
  C38H46BCsN14

***

- Which value of total charge does entry 1 give?
  0